Run A
40
Properties=species:S:1:pos:R:3 method="wB97M-V/def2-TZVPD" multiplicity=1 mol_weight_g_mol=300.3 smiles="NC(N)=O.NC(N)=O.NC(N)=O.NC(N)=O.NC(N)=O" e_lumo_ev=0.25 homo_lumo_gap_ev=9.20
N 2.560 -4.078 -0.407
C 3.376 -3.477 0.531
N 3.746 -4.332 1.516
O 3.381 -2.255 0.652
H 1.970 -3.433 -0.929
H 2.317 -5.047 -0.417
H 4.166 -3.887 2.315
H 3.586 -5.315 1.471
N -1.171 -1.425 -1.769
C -0.052 -1.739 -2.465
N -0.064 -1.283 -3.760
O 0.944 -2.315 -2.036
H -1.184 -1.666 -0.790
H -1.861 -0.746 -2.029
H 0.568 -1.827 -4.328
H -0.902 -0.991 -4.232
N 0.246 4.872 0.435
C -0.372 4.111 -0.528
N 0.513 3.229 -1.088
O -1.507 4.293 -0.974
H 1.156 4.465 0.542
H -0.229 5.297 1.209
H 0.275 2.565 -1.803
H 1.395 3.001 -0.664
N -4.218 1.009 1.436
C -3.727 2.218 1.032
N -2.364 2.254 1.058
O -4.337 3.105 0.433
H -3.481 0.430 1.808
H -5.169 0.881 1.724
H -1.745 1.594 1.497
H -1.943 3.038 0.574
N 0.759 0.764 1.557
C -0.023 -0.332 1.393
N 0.696 -1.406 0.970
O -1.262 -0.392 1.435
H 0.340 1.665 1.695
H 1.753 0.636 1.553
H 0.275 -2.300 0.818
H 1.588 -1.180 0.566

Run B
40
Properties=species:S:1:pos:R:3 method="wB97M-V/def2-TZVPD" multiplicity=1 mol_weight_g_mol=300.3 smiles="NC(N)=O.NC(N)=O.NC(N)=O.NC(N)=O.NC(N)=O" e_lumo_ev=0.62 homo_lumo_gap_ev=9.34
N -0.722 -1.092 -3.723
C 0.398 -1.865 -3.556
N 1.359 -1.254 -2.805
O 0.496 -2.993 -4.033
H -1.473 -1.402 -4.305
H -0.731 -0.185 -3.285
H 2.160 -1.792 -2.528
H 1.136 -0.434 -2.242
N -2.237 6.101 -1.327
C -1.617 4.870 -1.204
N -0.248 4.923 -1.262
O -2.227 3.830 -1.030
H -3.240 6.037 -1.351
H -1.764 6.767 -1.909
H 0.289 4.074 -1.232
H 0.203 5.779 -1.518
N 3.772 -2.250 0.165
C 2.602 -2.895 -0.095
N 2.582 -3.769 -1.144
O 1.552 -2.582 0.474
H 3.651 -1.691 0.995
H 4.614 -2.486 -0.319
H 1.686 -4.128 -1.425
H 3.382 -4.282 -1.468
N -2.618 -2.355 3.945
C -1.601 -1.458 4.157
N -1.241 -1.329 5.481
O -1.086 -0.836 3.242
H -3.058 -2.779 4.738
H -2.875 -2.668 3.030
H -1.821 -1.694 6.210
H -0.380 -0.891 5.738
N -0.920 1.684 0.454
C 0.054 0.863 -0.030
N 0.713 0.106 0.868
O 0.388 0.879 -1.231
H -1.265 1.597 1.393
H -1.545 2.107 -0.222
H 0.295 0.122 1.784
H 1.337 -0.630 0.570

We find run B to be the most stable, with the next structure 1.183 eV higher.

Run A
31
Properties=species:S:1:pos:R:3 method="wB97M-V/def2-TZVPD" multiplicity=1 mol_weight_g_mol=197.3 smiles="CC(C)/[N+](=C/O)[C@H](C)N1C=CC=NN1" e_lumo_ev=-3.16 homo_lumo_gap_ev=9.14 total_charge=+1
C 3.106 0.164 0.102
C 1.913 -0.203 0.972
C 1.792 -1.799 1.037
N 0.660 0.464 0.506
C 0.372 1.584 1.141
O -0.664 2.295 0.829
C -0.007 0.243 -0.842
C 0.267 1.483 -1.687
N -1.330 -0.119 -0.767
C -1.754 -1.415 -0.755
C -2.835 -1.828 -0.062
C -3.460 -0.815 0.742
N -3.243 0.448 0.612
N -2.374 0.848 -0.461
H 3.088 1.221 -0.090
H 4.022 -0.152 0.552
H 3.035 -0.296 -0.883
H 2.151 0.197 1.940
H 1.864 -2.111 -0.051
H 1.102 -2.259 1.756
H 2.879 -1.926 1.544
H 0.961 1.848 1.993
H -1.328 1.929 0.110
H 0.498 -0.518 -1.365
H 1.375 1.602 -1.680
H -0.172 2.474 -1.416
H -0.309 1.313 -2.656
H -1.153 -2.089 -1.414
H -3.165 -2.768 0.010
H -4.232 -0.948 1.500
H -3.058 1.133 -1.216

Run B
31
Properties=species:S:1:pos:R:3 method="wB97M-V/def2-TZVPD" multiplicity=1 mol_weight_g_mol=197.3 e_lumo_ev="-3.50 / -4.20" homo_lumo_gap_ev="8.74 / 7.30" total_charge=+1
C -4.166 -0.665 0.733
C -4.580 0.649 0.615
C -2.899 -0.640 0.265
C -1.493 1.174 -0.873
C -0.597 0.026 -1.540
C -0.525 -1.990 -0.071
C 2.288 1.996 1.381
C 1.620 -0.939 -0.488
C 2.289 0.415 -0.452
N -3.689 1.369 -0.048
N -2.694 0.552 -0.287
N -0.250 -2.672 1.069
N 0.121 -0.671 -0.442
O 1.734 0.886 0.780
H -4.568 -1.595 1.156
H -5.546 0.978 0.985
H -0.765 1.753 -0.270
H -1.648 1.945 -1.706
H -1.060 -0.756 -2.202
H 0.093 0.395 -2.162
H -1.105 -2.425 -0.919
H 3.411 1.981 1.691
H 1.865 2.337 2.340
H 2.102 2.741 0.580
H 1.704 -1.586 0.362
H 1.728 -1.529 -1.413
H 3.295 0.381 -0.205
H 2.170 1.042 -1.252
H -0.718 -3.576 0.989
H -0.201 -2.109 1.892
H 0.198 -0.077 0.322

We find run A to be the most stable, with the next structure 3.605 eV higher.

Run A
101
Properties=species:S:1:pos:R:3 method="wB97M-V/def2-TZVPD" multiplicity=1 mol_weight_g_mol=917.0 e_lumo_ev=0.27 homo_lumo_gap_ev=7.97
Zr -0.433 0.511 -0.434
C -0.776 4.977 6.053
C 0.262 5.339 4.982
C 0.255 6.857 4.802
C 1.657 4.919 5.468
C -0.061 4.601 3.684
C -0.089 3.214 3.670
C -0.338 2.531 2.494
Se -0.322 0.614 2.476
C 1.583 0.375 2.412
C 2.272 0.128 3.578
C 3.660 -0.006 3.555
C 4.279 0.098 2.320
C 3.614 0.337 1.110
C 2.225 0.493 1.165
O 1.470 0.759 0.094
C 4.478 0.407 -0.159
C 5.491 1.552 -0.007
C 5.233 -0.923 -0.316
C 3.712 0.643 -1.465
C 4.417 -0.244 4.860
C 5.924 -0.369 4.639
C 4.165 0.935 5.812
C 3.919 -1.539 5.516
C -0.584 3.189 1.283
O -0.810 2.480 0.175
C -0.595 4.598 1.281
C -0.325 5.251 2.482
C -0.903 5.377 0.001
C -2.331 5.042 -0.466
C 0.127 5.051 -1.092
C -0.852 6.893 0.216
H -0.550 5.492 6.990
H -1.779 5.269 5.734
H -0.788 3.905 6.254
H 0.493 7.337 5.753
H 0.999 7.180 4.071
H -0.723 7.222 4.482
H 1.905 5.432 6.400
H 1.711 3.844 5.650
H 2.416 5.169 4.724
H 0.099 2.644 4.573
H 1.721 0.051 4.507
H 5.353 -0.008 2.277
H 6.139 1.416 0.861
H 6.125 1.609 -0.894
H 4.973 2.506 0.105
H 5.875 -1.142 0.538
H 4.528 -1.750 -0.430
H 5.863 -0.889 -1.208
H 3.188 1.597 -1.465
H 4.433 0.650 -2.286
H 2.980 -0.138 -1.665
H 6.345 0.540 4.203
H 6.420 -0.537 5.597
H 6.168 -1.209 3.986
H 4.509 1.870 5.367
H 3.103 1.043 6.041
H 4.698 0.784 6.753
H 4.092 -2.394 4.860
H 4.445 -1.715 6.457
H 2.851 -1.493 5.734
H -0.319 6.330 2.476
H -2.513 3.969 -0.510
H -3.062 5.456 0.233
H -2.522 5.477 -1.450
H 0.177 3.989 -1.319
H -0.121 5.593 -2.008
H 1.123 5.366 -0.774
H -1.579 7.226 0.959
H 0.140 7.225 0.526
H -1.091 7.392 -0.725
O -1.483 1.776 -2.064
C -2.749 1.502 -2.692
C -2.840 0.045 -3.121
C -3.966 0.029 -4.178
O -4.369 -1.269 -4.573
C -1.538 -0.368 -3.824
Se -0.006 -0.862 -2.700
C -3.250 -0.912 -1.976
Se -2.965 -0.366 -0.090
H -1.559 2.570 -1.502
H -2.823 2.155 -3.566
H -3.551 1.737 -1.988
H -3.657 0.622 -5.047
H -4.859 0.496 -3.756
H -3.663 -1.672 -5.087
H -1.224 0.429 -4.499
H -1.718 -1.258 -4.428
H -2.755 -1.872 -2.109
H -4.323 -1.088 -2.032
C -1.222 -3.393 1.595
S -0.721 -2.789 -0.009
C 0.584 -3.962 -0.349
O 0.080 -1.532 0.343
H -1.644 -4.391 1.480
H -1.988 -2.705 1.949
H -0.362 -3.397 2.263
H 0.143 -4.955 -0.445
H 1.318 -3.929 0.455
H 1.030 -3.658 -1.294

Run B
101
Properties=species:S:1:pos:R:3 method="wB97M-V/def2-TZVPD" multiplicity=1 mol_weight_g_mol=917.0 e_lumo_ev=0.16 homo_lumo_gap_ev=7.57
Zr -0.380 0.241 -0.551
C 5.172 -2.908 -4.842
C 3.962 -3.832 -4.654
C 3.576 -4.402 -6.018
C 4.359 -4.996 -3.735
C 2.811 -3.056 -4.010
C 3.009 -2.389 -2.802
C 1.966 -1.706 -2.215
Se 2.186 -0.909 -0.480
C 1.545 -2.409 0.551
C 2.384 -3.474 0.793
C 1.906 -4.605 1.454
C 0.587 -4.562 1.885
C -0.286 -3.485 1.684
C 0.203 -2.402 0.958
O -0.568 -1.364 0.593
C -1.717 -3.609 2.244
C -2.427 -4.764 1.524
C -1.636 -3.917 3.749
C -2.587 -2.357 2.086
C 2.811 -5.825 1.645
C 2.116 -6.940 2.427
C 3.212 -6.374 0.268
C 4.077 -5.417 2.410
C 0.691 -1.635 -2.791
O -0.235 -0.853 -2.196
C 0.440 -2.349 -3.962
C 1.529 -3.015 -4.542
C -0.923 -2.373 -4.685
C -1.005 -1.144 -5.601
C -2.137 -2.377 -3.744
C -1.055 -3.640 -5.544
H 5.986 -3.448 -5.333
H 4.914 -2.045 -5.460
H 5.553 -2.534 -3.889
H 4.444 -4.895 -6.462
H 2.779 -5.145 -5.938
H 3.246 -3.621 -6.708
H 5.155 -5.590 -4.193
H 4.723 -4.637 -2.768
H 3.505 -5.652 -3.547
H 3.974 -2.407 -2.308
H 3.409 -3.432 0.438
H 0.193 -5.421 2.411
H -1.890 -5.709 1.639
H -3.435 -4.898 1.927
H -2.513 -4.553 0.455
H -1.127 -4.860 3.959
H -1.103 -3.122 4.276
H -2.644 -3.986 4.165
H -2.796 -2.122 1.045
H -3.540 -2.549 2.589
H -2.136 -1.472 2.537
H 1.228 -7.307 1.906
H 2.801 -7.783 2.547
H 1.816 -6.610 3.425
H 2.327 -6.658 -0.308
H 3.763 -5.631 -0.316
H 3.849 -7.257 0.379
H 3.821 -4.994 3.385
H 4.721 -6.285 2.572
H 4.657 -4.671 1.862
H 1.351 -3.543 -5.466
H -0.927 -0.219 -5.021
H -0.191 -1.141 -6.330
H -1.955 -1.128 -6.142
H -2.198 -1.512 -3.095
H -3.043 -2.412 -4.356
H -2.132 -3.267 -3.106
H -0.399 -3.639 -6.417
H -0.846 -4.536 -4.956
H -2.078 -3.712 -5.920
O -1.663 1.226 -2.420
C -2.082 2.559 -2.694
C -1.863 3.455 -1.492
C -2.443 4.817 -1.923
O -2.306 5.829 -0.930
C -2.684 3.005 -0.267
Se -2.696 1.151 0.397
C -0.359 3.681 -1.183
Se 1.031 2.323 -1.571
H -1.290 0.810 -3.209
H -3.140 2.544 -2.969
H -1.506 2.946 -3.538
H -3.494 4.696 -2.205
H -1.902 5.183 -2.797
H -2.919 5.624 -0.216
H -3.737 3.227 -0.456
H -2.377 3.616 0.582
H -0.259 3.981 -0.140
H -0.016 4.531 -1.769
C 2.385 1.746 2.794
S 1.071 2.357 1.775
C -0.022 2.927 3.046
O 0.369 1.081 1.313
H 2.849 2.586 3.315
H 3.109 1.280 2.127
H 1.973 1.015 3.491
H 0.427 3.804 3.517
H -0.198 2.125 3.764
H -0.955 3.192 2.548

We find run A to be the most stable, with the next structure 0.822 eV higher.